Entry 1:
DFT (ωB97M-V/def2-TZVPD) results for a cluster of 7 separate species, C23H54NO19S4 in total in a non-equilibrium geometry.

Last column: Löwdin charge in e.
Element x y z (Å)
C (0.228, -1.125, -0.262)  -0.01
N (0.772, -0.512, -1.461)  -0.33
C (-0.211, 0.563, -1.828)  0.05
C (2.078, 0.033, -1.249)  0.01
C (0.900, -1.538, -2.526)  -0.06
C (-0.301, -2.432, -2.935)  -0.24
O (0.220, -3.514, -3.628)  -0.02
H (-0.048, -0.248, 0.460)  0.13
H (0.897, -1.813, 0.277)  0.12
H (-0.690, -1.681, -0.382)  0.08
H (0.290, 1.179, -2.539)  0.11
H (-0.606, 1.118, -0.809)  0.17
H (-1.093, 0.346, -2.211)  0.03
H (2.031, 0.842, -0.634)  0.06
H (2.377, 0.361, -2.171)  0.10
H (2.737, -0.621, -0.845)  0.09
H (1.621, -2.388, -2.484)  0.16
H (1.407, -0.961, -3.251)  0.12
H (-0.973, -1.987, -3.577)  0.10
H (-0.844, -2.698, -2.060)  0.10
H (-0.600, -4.002, -3.436)  0.11
O (-0.861, -0.781, 2.722)  -0.32
S (-0.256, -0.595, 4.057)  0.65
O (0.205, 0.693, 4.409)  -0.25
O (-1.399, -1.128, 5.155)  -0.27
C (-2.777, -1.131, 4.607)  -0.30
C (-3.599, -1.123, 5.733)  -0.10
C (0.909, -1.813, 4.386)  -0.09
H (-2.857, -1.969, 3.965)  0.11
H (-2.726, -0.109, 4.073)  0.15
H (-3.459, -0.307, 6.175)  0.00
H (-3.612, -1.975, 6.575)  0.15
H (-4.733, -1.274, 5.402)  0.14
H (0.606, -2.622, 4.288)  -0.06
H (1.488, -1.789, 5.335)  0.12
H (1.815, -1.457, 3.812)  0.10
O (4.763, 1.614, -0.005)  -0.25
S (4.226, 2.090, 1.170)  0.56
O (2.950, 1.564, 1.649)  -0.29
O (5.313, 1.748, 2.224)  -0.22
C (5.888, 0.402, 2.300)  -0.25
C (7.005, 0.358, 3.285)  -0.06
C (4.083, 3.861, 1.074)  -0.08
H (6.221, -0.001, 1.236)  0.16
H (5.262, -0.322, 2.385)  0.03
H (7.504, -0.643, 3.312)  0.10
H (6.640, 0.803, 4.186)  0.07
H (7.875, 0.972, 2.864)  0.11
H (4.009, 4.225, 1.992)  0.02
H (3.360, 4.350, 0.309)  0.13
H (4.866, 4.374, 0.805)  0.01
O (-3.384, -3.141, -0.426)  -0.30
S (-4.052, -1.830, -0.479)  0.65
O (-3.235, -0.640, -0.573)  -0.31
O (-5.189, -1.771, -1.739)  -0.25
C (-4.740, -2.456, -2.892)  -0.32
C (-5.841, -2.452, -3.956)  -0.04
C (-5.047, -1.591, 0.919)  -0.13
H (-4.545, -3.553, -2.815)  0.12
H (-3.773, -2.001, -3.102)  0.10
H (-5.585, -3.220, -4.661)  0.08
H (-5.963, -1.478, -4.358)  0.07
H (-6.714, -2.860, -3.439)  0.09
H (-4.472, -1.283, 1.779)  0.05
H (-5.442, -2.811, 1.143)  0.18
H (-5.875, -0.987, 0.882)  0.03
O (-4.131, 2.378, -5.206)  -0.24
S (-3.394, 1.647, -4.230)  0.49
O (-3.024, 0.311, -4.415)  -0.27
O (-2.070, 2.433, -4.107)  -0.23
C (-2.117, 3.748, -3.637)  -0.30
C (-1.053, 4.690, -4.109)  -0.04
C (-4.064, 1.633, -2.610)  -0.15
H (-2.183, 3.791, -2.494)  0.13
H (-2.989, 4.144, -3.905)  0.06
H (-1.435, 5.581, -4.498)  0.05
H (-0.494, 4.197, -4.893)  0.09
H (-0.411, 5.231, -3.275)  0.12
H (-5.151, 1.014, -2.742)  0.17
H (-4.530, 2.612, -2.418)  0.06
H (-3.249, 1.650, -1.866)  0.06
C (-1.536, 4.035, 1.145)  -0.04
C (-0.294, 3.830, 2.052)  -0.11
O (0.746, 3.612, 1.214)  0.10
C (0.366, 3.623, -0.071)  -0.53
O (1.062, 3.392, -1.082)  0.09
O (-0.946, 3.754, -0.129)  0.06
H (-2.055, 4.923, 1.231)  0.11
H (-2.195, 3.267, 1.543)  0.13
H (-0.377, 3.151, 2.733)  0.08
H (-0.331, 4.711, 2.454)  0.09
C (5.060, -4.492, -0.244)  -0.11
C (6.044, -3.677, 0.592)  -0.11
O (5.280, -2.888, 1.489)  0.02
C (3.938, -3.189, 1.279)  -0.51
O (3.102, -2.633, 1.919)  0.15
O (3.826, -4.027, 0.218)  0.08
H (5.044, -5.323, 0.064)  0.03
H (5.041, -4.606, -1.251)  0.12
H (6.813, -3.078, -0.283)  0.20
H (6.666, -4.307, 1.319)  0.15

Values from the calculation:
multiplicity	1
net charge	+1
ΔE to the lowest compared entry with this formula, charge and spin	85.61	kJ/mol
molecular weight	776.94	g mol⁻¹
HOMO-LUMO gap	10.81	eV
total energy	-3985.0416	Ha

Entry 2:
DFT (ωB97M-V/def2-TZVPD) results for an isolated molecule of C7H14.

Last column: natural (NBO) charge in e.
Element x y z (Å)
C (-0.583, 1.638, 0.586)  -0.60
C (-0.512, 0.146, 0.236)  -0.06
C (-1.101, -0.078, -1.161)  -0.61
C (-1.340, -0.651, 1.252)  -0.60
C (0.949, -0.298, 0.335)  -0.22
C (1.994, 0.179, -0.632)  -0.43
C (1.597, -1.271, -0.610)  -0.42
H (-0.147, 1.827, 1.575)  0.21
H (-0.030, 2.239, -0.145)  0.21
H (-1.622, 1.991, 0.604)  0.20
H (-2.103, 0.360, -1.221)  0.21
H (-0.494, 0.386, -1.947)  0.21
H (-1.194, -1.146, -1.389)  0.21
H (-0.996, -0.458, 2.276)  0.21
H (-2.399, -0.370, 1.199)  0.21
H (-1.263, -1.728, 1.064)  0.21
H (1.292, -0.371, 1.367)  0.21
H (1.666, 0.774, -1.482)  0.21
H (2.967, 0.465, -0.244)  0.22
H (2.300, -1.996, -0.208)  0.21
H (1.018, -1.638, -1.453)  0.21

Values from the calculation:
multiplicity	1
net charge	0
ΔE to the lowest compared entry with this formula, charge and spin	70.46	kJ/mol
molecular weight	98.19	g mol⁻¹
HOMO-LUMO gap	11.12	eV
total energy	-275.0894	Ha